1.
This record from the Open Molecules 2025 dataset describes C36H30Br2F3N5O2Sc as an isolated structure. The level of theory is ωB97M-V/def2-TZVPD.

The value obtained for the calculated total energy is -8022.71051 Ha. The gap between HOMO and LUMO comes out at 6.826 eV. As for the total charge: -1. The energy relative to the best compared isomer or geometry (same formula, charge and spin) comes out at 0.00 kJ/mol.

Geometry as XYZ:
```
79
Properties=species:S:1:pos:R:3:forces:R:3:lowdin_charge:R:1
Sc -0.110288 -0.259363 -0.368254 0.0 0.0 0.6 0.918
Br 0.986405 4.647300 0.291644 0.0 -0.1 0.0 0.756
C 0.631686 3.369633 1.640164 0.0 0.3 0.2 -0.594
C 0.899499 3.705257 2.982979 0.0 0.1 -0.2 -0.170
C 0.626994 2.837203 3.995466 -0.1 -0.1 0.0 -0.631
Br 0.991233 3.361576 5.785110 0.0 0.0 0.0 0.726
C 0.077727 1.559347 3.716182 0.0 0.1 0.2 -0.182
C -0.268381 0.577099 4.670479 0.0 0.1 0.0 -0.026
C -0.801607 -0.613969 4.266055 -0.1 -0.1 -0.1 -0.042
C -0.959880 -0.859270 2.888581 0.0 0.0 0.2 -0.128
N -0.625736 0.023040 1.986963 0.2 0.2 -0.3 0.094
C -0.150319 1.237029 2.368695 -0.1 -0.3 -0.1 -0.132
C 0.091760 2.152799 1.280537 -0.2 -0.2 -0.4 -0.416
O -0.213916 1.786586 0.075907 0.3 0.1 0.3 -0.182
H 1.320522 4.676765 3.202391 0.0 0.0 0.0 0.090
H -0.117315 0.787305 5.721311 0.0 0.0 0.0 0.078
H -1.095564 -1.368965 4.982991 0.0 0.0 0.0 0.102
H -1.371658 -1.792239 2.515196 0.0 0.0 0.0 0.116
N -2.445325 1.515286 -1.694795 0.0 -0.1 0.1 0.124
C -3.093802 1.562018 -0.450567 0.1 -0.1 -0.1 -0.276
C -3.236212 2.792365 0.193740 -0.1 0.0 0.1 -0.042
C -3.899176 2.891955 1.405695 0.0 0.0 0.0 -0.104
C -4.449315 1.759765 1.995049 0.1 0.0 -0.1 -0.112
C -4.298630 0.537396 1.354093 0.0 -0.1 0.1 -0.053
C -3.614942 0.404071 0.149456 0.0 0.1 -0.1 -0.155
C -3.418187 -0.956533 -0.441341 -0.2 0.1 0.2 -0.234
C -4.552954 -1.685768 -0.806977 0.0 0.0 0.0 -0.058
C -4.438908 -2.985971 -1.278918 0.1 0.1 0.0 -0.116
C -3.172996 -3.553104 -1.372458 -0.1 0.1 0.1 -0.121
C -2.058026 -2.803872 -1.008439 -0.1 -0.1 -0.1 -0.154
C -2.119169 -1.481444 -0.536566 0.2 -0.2 -0.1 -0.133
H -1.705297 2.202722 -1.748834 0.0 0.0 0.0 0.080
H -2.049506 0.607174 -1.916798 -0.2 0.0 -0.1 0.034
H -2.803570 3.674036 -0.266980 0.0 0.0 0.0 0.112
H -3.977437 3.856362 1.893578 0.0 0.0 0.0 0.094
H -4.967557 1.821856 2.943492 0.0 0.0 0.0 0.087
H -4.691403 -0.366164 1.809606 0.0 0.0 0.0 0.111
H -5.530237 -1.220666 -0.720010 0.0 0.0 0.0 0.106
H -5.322188 -3.543803 -1.567419 0.0 0.0 0.0 0.086
H -3.053233 -4.570586 -1.731752 0.0 0.0 0.0 0.086
H -1.091440 -3.293733 -1.111283 0.0 0.0 0.0 0.066
F 2.593420 -0.112625 1.391029 0.1 0.0 0.0 -0.029
C 2.239727 0.080794 0.051194 0.0 0.0 0.1 -0.481
F 3.174391 -0.746708 -0.614307 0.0 0.0 0.0 -0.056
F 2.727719 1.333648 -0.219573 0.0 0.1 0.0 -0.002
C 0.236464 1.073287 -4.126814 0.0 0.1 -0.2 -0.030
C 0.226724 -0.373523 -3.637433 -0.1 0.1 0.4 -0.703
C 1.536270 -1.062357 -4.005978 0.1 -0.1 0.0 -0.041
C -0.959666 -1.135629 -4.214074 -0.1 -0.1 -0.2 -0.030
O 0.111751 -0.357534 -2.239368 0.1 -0.1 -0.5 -0.288
H 0.557861 1.140310 -5.170979 -0.1 0.0 0.0 0.079
H 0.921637 1.658723 -3.510695 0.0 0.0 0.0 0.092
H -0.760976 1.512401 -4.045566 0.0 0.0 0.0 0.074
H 1.700225 -1.061385 -5.087074 0.0 0.0 0.0 0.082
H 1.511402 -2.105347 -3.673678 0.0 0.0 0.0 0.066
H 2.373614 -0.560543 -3.515512 0.0 0.0 0.0 0.089
H -0.931303 -1.138891 -5.308905 0.0 0.0 0.0 0.083
H -1.895069 -0.674939 -3.889862 0.0 0.0 0.0 0.083
H -0.960040 -2.167263 -3.855100 0.0 0.0 0.0 0.080
N 6.426925 -7.623286 -4.056622 0.0 0.0 0.0 0.145
C 5.709854 -7.006662 -3.403751 -0.3 0.2 0.2 -0.182
C 4.805495 -6.232613 -2.576141 0.3 -0.2 -0.3 -0.234
C 4.042986 -6.872516 -1.605695 -0.1 -0.1 0.1 -0.025
C 3.177896 -6.139593 -0.813087 0.1 -0.1 -0.1 0.002
C 3.093000 -4.765618 -0.986021 -0.1 0.2 0.2 -0.173
C 3.861661 -4.115507 -1.944467 0.1 0.0 -0.1 0.022
C 4.709509 -4.855338 -2.748642 0.0 0.1 0.0 -0.010
N 2.225118 -4.000346 -0.177407 -0.1 -0.1 0.0 0.000
C 1.924296 -4.176435 1.166337 0.2 0.1 -0.1 -0.027
C 1.106751 -3.145517 1.494890 0.0 0.1 -0.1 -0.086
N 0.874416 -2.360660 0.386898 -0.4 0.1 -0.1 0.036
C 1.545814 -2.899396 -0.589301 0.2 -0.1 0.0 -0.152
H 4.118703 -7.944414 -1.482752 0.0 0.0 0.0 0.120
H 2.556452 -6.629353 -0.075768 0.0 0.0 0.0 0.117
H 3.813180 -3.036952 -2.033916 0.0 0.0 0.0 0.121
H 5.313697 -4.361982 -3.497836 0.0 0.0 0.0 0.124
H 2.371625 -4.958141 1.753476 0.0 0.0 0.0 0.116
H 0.707559 -2.895254 2.462143 0.0 0.0 0.0 0.097
H 1.592487 -2.520841 -1.597494 0.0 0.0 0.0 0.115
```
Positions in Å, forces in eV/Å.

2.
This record from the Open Molecules 2025 dataset describes an isolated molecule of C3H3ClN2OS in a non-equilibrium geometry. The level of theory is ωB97M-V/def2-TZVPD.

The value obtained for the calculated total energy is -1159.23956 Ha. The structure (SMILES) is Oc1nc(S)[nH]c1Cl. The gap between HOMO and LUMO comes out at 8.604 eV. As for the total charge: 0. The energy relative to the best compared isomer or geometry (same formula, charge and spin) comes out at 1.83 kJ/mol.

Geometry as XYZ:
```
11
Properties=species:S:1:pos:R:3:forces:R:3:lowdin_charge:R:1
C 1.067722 -0.041293 -0.007583 1.6 -1.2 0.8 -0.796
C -0.818115 0.962291 0.062663 0.2 0.0 -0.4 -0.364
C -1.086661 -0.367283 0.003611 0.6 -0.1 0.2 -0.710
H 2.592872 -1.725731 0.296332 0.5 1.4 -0.4 -0.100
H -1.296899 2.789877 -0.176743 0.6 0.8 0.0 0.092
H 0.262586 -2.045017 -0.164081 0.0 1.2 0.2 0.156
N 0.572831 1.133620 0.130691 -1.7 1.4 -0.7 0.111
N 0.149197 -1.034222 0.010648 -0.7 -0.3 -0.5 0.034
O -1.751159 1.966198 -0.080066 0.5 -1.6 0.6 0.068
S 2.818487 -0.381487 -0.061273 -1.0 -1.5 0.4 0.780
Cl -2.510865 -1.256948 -0.014197 -0.7 -0.2 -0.1 0.729
```
Positions in Å, forces in eV/Å.

3.
This record from the Open Molecules 2025 dataset describes an isolated ion of composition C9H22N5 and charge +1 in a non-equilibrium geometry. The level of theory is ωB97M-V/def2-TZVPD.

The value obtained for the calculated total energy is -629.49583 Ha. The structure (SMILES) is C/N=[N+](C)/N=C\NC[C@@H](C)NC(C)C. The gap between HOMO and LUMO comes out at 7.604 eV. As for the total charge: +1. The energy relative to the best compared isomer or geometry (same formula, charge and spin) comes out at 242.06 kJ/mol.

Geometry as XYZ:
```
36
Properties=species:S:1:pos:R:3:forces:R:3:lowdin_charge:R:1
C -1.730138 1.139497 -1.633290 -0.3 2.2 2.2 -0.170
C 1.598560 3.252784 1.175265 -1.5 0.1 -0.5 -0.025
C -0.471430 2.517003 -0.022475 -1.3 1.6 0.3 -0.123
C 1.338889 -1.109401 0.017191 2.6 1.8 -1.4 -0.061
C 2.310692 -0.792153 2.328853 -4.2 0.2 0.3 -0.043
C -1.780662 -2.078670 -3.108611 -1.1 -2.1 -2.5 0.000
C -3.707280 -2.961559 -1.139164 1.2 -0.7 1.9 -0.071
C 0.915306 2.110798 0.502452 -1.4 -0.6 -0.2 -0.402
C 1.855936 -0.063204 1.025857 1.9 -1.9 0.9 -0.452
N -1.891777 0.058751 -2.276732 -2.8 -4.5 -1.9 0.108
N -1.345838 1.394823 -0.372393 0.3 -1.0 -0.3 0.074
N -2.437738 -1.236002 -2.122781 1.6 2.1 2.0 -0.153
N -3.223707 -1.611300 -1.203347 1.7 2.2 -1.4 0.089
N 0.868278 0.915733 1.305932 -1.5 0.2 -1.6 -0.019
H -2.002961 2.008313 -2.270280 1.0 -0.1 0.5 0.162
H 2.587814 2.918528 1.192740 1.9 0.4 0.7 0.077
H 1.429340 4.044478 0.501186 0.7 1.4 -1.0 0.076
H 1.158772 3.650170 2.078231 0.1 -0.6 0.7 0.099
H -0.436265 3.084723 -0.936565 0.6 0.4 -0.4 0.114
H -0.942218 3.274617 0.678932 0.1 -1.3 -0.3 0.148
H -1.150151 0.595160 0.231310 -0.1 0.0 -0.1 0.128
H 1.578419 -0.685972 -1.001800 -1.1 -0.6 0.6 0.095
H 1.906379 -2.013944 0.046362 0.7 -0.6 0.2 0.064
H 0.355788 -1.387602 0.238585 -1.8 0.0 0.0 0.044
H 2.369468 -0.016252 3.065603 0.7 0.3 0.7 0.060
H 3.179634 -1.367017 2.230934 1.3 -0.7 -0.2 0.056
H 1.440013 -1.464648 2.742576 1.6 1.0 -0.9 0.122
H -2.409236 -2.997915 -3.306042 0.6 1.2 0.3 0.102
H -1.607519 -1.621469 -4.135771 -0.3 0.0 1.8 0.133
H -0.857485 -2.438223 -2.699677 0.6 0.1 0.3 0.096
H -3.077381 -3.713431 -1.594028 0.1 0.0 -0.4 0.064
H -3.626156 -3.218951 -0.006030 -1.0 0.5 -2.0 0.139
H -4.676183 -2.951798 -1.602876 -0.8 -0.3 0.4 0.098
H 1.514838 1.868922 -0.334633 0.6 -0.2 -1.2 0.129
H 2.805202 0.438352 0.681533 -0.8 -0.5 -0.2 0.150
H 0.817911 1.240338 2.212630 0.2 0.0 2.6 0.091
```
Positions in Å, forces in eV/Å.

4.
This record from the Open Molecules 2025 dataset describes C23H45MoN6O4 as an isolated structure. The level of theory is ωB97M-V/def2-TZVPD.

The spin multiplicity is 3. The value obtained for the calculated total energy is -1600.12884 Ha. The gap between HOMO and LUMO (alpha / beta) comes out at 7.017 / 7.136 eV. As for the total charge: +3. The energy relative to the best compared isomer or geometry (same formula, charge and spin) comes out at 0.00 kJ/mol.

Geometry as XYZ:
```
79
Properties=species:S:1:pos:R:3:forces:R:3:mulliken_spin:R:1
Mo 1.254291 1.589254 0.631534 0.0 0.0 0.0 1.926
C -1.701048 -0.985176 -3.262815 0.0 0.0 0.0 -0.002
C -2.100047 0.289119 -2.502298 0.0 0.0 0.0 -0.001
C -3.239860 0.033005 -1.485196 0.0 0.0 0.0 0.004
C -3.052345 -0.763836 -0.176520 0.0 0.0 0.0 -0.005
C -2.411299 0.079021 0.918653 0.0 0.0 0.0 0.054
C -4.397204 -1.320031 0.270933 0.0 0.0 0.0 0.001
N -2.114366 -1.932999 -0.465837 0.0 0.0 0.0 -0.001
C -1.953585 -3.040210 0.533575 0.0 0.0 0.0 0.002
C -0.517404 -3.544822 0.412526 0.0 0.0 0.0 -0.002
N 0.399202 -2.449766 0.729968 0.0 0.0 0.0 0.002
C 0.550858 -2.251656 2.161111 0.0 0.0 0.0 -0.002
C 0.548427 -0.789988 2.532152 0.0 0.0 0.1 -0.011
O 0.151580 -0.263161 3.506779 0.0 0.0 0.0 -0.005
O 1.160127 0.019019 1.521664 0.0 0.0 -0.1 -0.026
C 1.692731 -2.361686 -0.006370 0.0 0.0 0.0 0.005
C 2.263741 -3.702393 -0.451792 0.0 0.0 0.0 0.000
C 1.561775 -1.356491 -1.170889 0.0 0.0 0.0 0.031
C 2.737371 -0.368710 -1.435838 0.0 0.0 0.0 -0.054
C 3.335006 -0.607104 -2.820212 0.0 0.0 0.0 -0.001
C 3.875555 -0.428591 -0.416057 0.0 0.0 0.0 0.016
N 2.202502 1.080645 -1.327017 0.0 0.0 0.0 -0.043
C 1.511183 1.647078 -2.538377 0.0 0.0 0.0 0.024
C 0.189466 1.011039 -2.931033 0.0 0.0 0.0 0.004
N -0.929376 1.084529 -1.968687 0.0 0.0 0.0 0.015
C -1.409857 2.465120 -1.856155 0.0 0.0 0.0 0.010
C -0.603355 3.469373 -1.069197 0.0 0.0 0.0 0.002
O -0.755091 4.631902 -1.052103 0.0 0.0 0.0 0.001
O 0.426254 2.904521 -0.268886 -0.1 0.0 0.0 0.007
H -2.593968 -1.587902 -3.439186 0.0 0.0 0.0 0.000
H -0.955120 -1.603057 -2.758487 0.0 0.0 0.0 -0.001
H -1.304870 -0.757527 -4.249690 0.0 0.0 0.0 0.000
H -2.584990 0.915608 -3.263982 0.0 0.0 0.0 0.005
H -4.018377 -0.464287 -2.069928 0.0 0.0 0.0 0.000
H -3.699263 0.975419 -1.182828 0.0 0.0 0.0 0.000
H -3.072723 0.912473 1.154011 0.0 0.0 0.0 0.001
H -1.454778 0.485581 0.579312 0.0 0.0 0.0 0.009
H -2.266698 -0.479777 1.843991 0.0 0.0 0.0 0.001
H -5.110331 -0.501146 0.361545 0.0 0.0 0.0 0.000
H -4.338012 -1.809037 1.243127 0.0 0.0 0.0 0.000
H -4.802339 -2.025333 -0.457486 0.0 0.0 0.0 0.000
H -1.171356 -1.537669 -0.575915 0.0 0.0 0.0 -0.014
H -2.381978 -2.344421 -1.360030 0.0 0.0 0.0 0.000
H -2.684280 -3.817171 0.320886 0.0 0.0 0.0 0.000
H -2.157582 -2.640344 1.523946 0.0 0.0 0.0 0.000
H -0.340913 -3.872480 -0.613209 0.0 0.0 0.0 0.000
H -0.386892 -4.426975 1.046403 0.0 0.0 0.0 0.000
H 1.471446 -2.693989 2.566724 0.0 0.0 0.0 0.001
H -0.268928 -2.699965 2.722372 0.0 0.0 0.0 -0.001
H 2.390031 -1.948829 0.719673 0.0 0.0 0.0 0.002
H 1.676748 -4.162229 -1.247573 0.0 0.0 0.0 0.000
H 2.335109 -4.405341 0.378927 0.0 0.0 0.0 0.000
H 3.271728 -3.563413 -0.845504 0.0 0.0 0.0 0.000
H 0.668567 -0.756221 -0.982833 0.0 0.0 0.0 0.016
H 1.370246 -1.910184 -2.094747 0.0 0.0 0.0 -0.004
H 3.819985 -1.584137 -2.818248 0.0 0.0 0.0 0.000
H 4.097511 0.132718 -3.070892 0.0 0.0 0.0 0.000
H 2.584338 -0.625691 -3.609846 0.0 0.0 0.0 0.000
H 4.305088 -1.428228 -0.371626 0.0 0.0 0.0 0.000
H 3.570867 -0.162840 0.601248 0.0 0.0 0.0 -0.004
H 4.681374 0.244972 -0.714981 0.0 0.0 0.0 0.005
H 3.065821 1.631136 -1.288320 0.0 0.0 0.0 -0.011
H 2.177494 1.526921 -3.391846 0.0 0.0 0.0 0.003
H 1.430510 2.720911 -2.381277 0.0 0.0 0.0 -0.008
H 0.385689 -0.033206 -3.146677 0.0 0.0 0.0 -0.005
H -0.094854 1.476525 -3.886133 0.0 0.0 0.0 0.002
H -2.385357 2.478259 -1.367946 0.0 0.0 0.0 0.000
H -1.561590 2.930120 -2.839898 0.0 0.0 0.0 -0.001
C 1.001226 3.089736 5.820133 0.0 0.0 0.0 -0.002
N 0.705673 3.776384 4.541135 0.0 0.0 0.0 0.051
C 0.315186 5.205982 4.582476 0.0 0.0 0.0 -0.002
C 0.827782 3.163958 3.431821 0.0 0.1 0.0 0.031
N 0.933064 2.609108 2.406983 0.0 -0.1 0.0 -0.028
H 1.850110 3.580927 6.291290 0.0 0.0 0.0 0.002
H 1.230707 2.045215 5.629489 0.0 0.0 0.0 0.001
H 0.124144 3.163729 6.459130 0.0 0.0 0.0 0.001
H 1.122515 5.771491 5.043042 0.0 0.0 0.0 0.001
H -0.592655 5.298839 5.174281 0.0 0.0 0.0 0.002
H 0.139660 5.568380 3.573530 0.0 0.0 0.0 0.001
```
Positions in Å, forces in eV/Å.